(1)
C19H31F9OP2Sn as an isolated structure, computed with ωB97M-V with the def2-TZVPD basis set.

Last column: Löwdin charge in e.
CARTESIAN COORDINATES (ANGSTROEM)
1 P 0.20869 -1.90336 -5.31199  0.9345
2 P 0.32391 2.15507 -4.88213  0.9534
3 C -0.16759 -0.37836 -6.19720  -0.2707
4 C 0.81605 0.80359 -6.00817  -0.2890
5 H -1.20026 -0.09685 -5.93388  0.0783
6 H -0.18403 -0.66034 -7.26345  0.1211
7 H 1.82965 0.46448 -5.72158  0.0801
8 H 0.88279 1.29902 -7.00141  0.1174
9 C -0.75682 3.13202 -5.97403  -0.1638
10 H -1.17452 3.96434 -5.39589  0.0884
11 H -1.57658 2.49931 -6.33959  0.0681
12 H -0.18380 3.50678 -6.82724  0.0791
13 C 1.70885 3.17873 -4.46062  -0.1388
14 H 1.81836 3.95139 -5.22816  0.0829
15 H 2.62302 2.57854 -4.41991  0.0766
16 H 1.53319 3.65871 -3.49465  0.0824
17 C -0.87445 -3.15710 -6.00589  -0.1452
18 H -1.09146 -3.93160 -5.25976  0.0802
19 H -0.37652 -3.60082 -6.87744  0.0782
20 H -1.82241 -2.69864 -6.32241  0.0825
21 C 1.92374 -2.38157 -5.56302  -0.1314
22 H 2.60032 -1.51476 -5.60649  0.0648
23 H 2.01078 -2.92435 -6.51919  0.0853
24 H 2.25334 -3.04872 -4.75439  0.0856
25 Sn 2.23580 0.06185 0.10203  1.2769
26 C -0.81280 1.78574 -3.49675  -0.3578
27 C -2.13162 1.49044 -4.05128  -0.1013
28 C -2.87026 0.26491 -3.92228  -0.1651
29 C -2.57791 -0.81087 -2.81908  -0.1641
30 C -1.65358 -1.81284 -3.28817  -0.0824
31 C -0.25896 -1.67438 -3.57660  -0.3725
32 C 0.52509 -0.39250 -3.05547  -0.1725
33 C -0.17660 0.81164 -2.45813  -0.1788
34 C 1.38070 -1.98826 0.06814  -0.2895
35 H -0.83508 2.78201 -3.00473  0.1521
36 H -2.63570 2.26842 -4.62850  0.1131
37 H -2.78228 -0.24054 -4.90324  0.1113
38 H -3.94547 0.49956 -3.83397  0.1438
39 H -2.34000 -0.34208 -1.86971  0.1132
40 H -3.51373 -1.35361 -2.63246  0.1357
41 H -2.06243 -2.82210 -3.45503  0.1275
42 H 0.30178 -2.56161 -3.19036  0.1341
43 H 1.20220 -0.03017 -3.85954  0.0743
44 H 1.20840 -0.75941 -2.27187  0.0363
45 H -0.90977 0.57947 -1.67448  0.1196
46 H 0.60297 1.39021 -1.92503  0.0796
47 H 2.02117 -2.63474 0.66653  0.0054
48 H 1.29036 -2.36868 -0.94752  -0.0430
49 H 0.39705 -1.93800 0.53786  -0.0037
50 F 2.73686 -0.48149 2.73652  0.0542
51 C 1.97202 0.55642 3.26920  -0.4897
52 F 2.06545 0.47424 4.60832  0.1965
53 F 2.58694 1.70094 2.85336  0.1267
54 C 0.53006 0.46875 2.69599  -0.2816
55 O 0.55927 0.44867 1.30966  -0.3561
56 C -0.16790 -0.82177 3.28773  -0.4834
57 F -0.39164 -0.72516 4.62842  0.1655
58 F -1.34960 -1.05803 2.67239  0.1545
59 F 0.60449 -1.92391 3.07935  0.1409
60 C -0.34586 1.72276 3.09756  -0.4882
61 F -0.31873 1.98011 4.43837  0.1587
62 F 0.09513 2.82442 2.44845  0.1511
63 F -1.63557 1.53291 2.72459  0.1586

Gap between HOMO and LUMO (spin up / spin down) (eV): 7.116 / 6.977
Maximum force (Eh/bohr): 0.055
Calculated total energy (Ha): -2612.94768
ΔE to the lowest compared entry with this formula, charge and spin (kcal per mole): 0.0
Total charge: +2
Highest occupied orbital energy (spin up / spin down) (hartree): -0.4975 / -0.4975



(2)
C19H31FNNbO5P as an isolated structure, computed with ωB97M-V with the def2-TZVPD basis set.

Last column: Löwdin charge in e.
CARTESIAN COORDINATES (ANGSTROEM)
1 C -2.05709 4.91650 3.23496  -0.0983
2 C -1.93617 4.02068 1.98433  -0.1399
3 C -1.38720 2.63225 2.28636  -0.4864
4 O -1.54906 2.14003 3.38194  0.1071
5 O -0.73712 1.95174 1.29611  -0.0544
6 C -1.73377 1.15806 0.58696  -0.3085
7 C -1.10428 0.20879 -0.42903  -0.3377
8 Nb -0.25724 -1.75096 0.35621  1.5650
9 F -1.14478 -2.67773 -1.18463  -0.4938
10 C 1.54187 -1.43082 -0.99568  -0.3532
11 C 2.68939 -0.60041 -0.38428  -0.2171
12 C 3.90953 -0.65144 -1.30886  -0.4620
13 O 4.30413 -1.70710 -1.76481  0.0623
14 N 4.61103 0.56464 -1.62934  0.0876
15 C 3.97689 1.27354 -2.71225  -0.2591
16 C 3.37891 0.61455 -3.76111  -0.0261
17 C 2.75419 1.31049 -4.75772  -0.0878
18 C 2.71501 2.68184 -4.73714  -0.1042
19 C 3.33484 3.32097 -3.69526  -0.1084
20 C 3.96872 2.64699 -2.68799  -0.0340
21 C 0.72985 -3.64849 1.18293  -0.2999
22 C -0.10636 -4.90667 1.16775  -0.6399
23 O -0.83077 -5.29621 0.28945  0.0435
24 O 0.02217 -5.71618 2.29836  0.0249
25 P -2.35305 -2.25959 1.75141  0.7462
26 C -2.36615 -1.29483 3.36847  -0.3827
27 C -3.89965 -1.70624 0.86615  -0.5140
28 C -4.26623 -2.67587 -0.29955  -0.1831
29 H -1.47480 5.83522 3.12516  0.0635
30 H -1.75051 4.42432 4.15789  0.0670
31 H -3.09101 5.24179 3.38210  0.0651
32 H -1.30209 4.54393 1.26545  0.1121
33 H -2.93668 3.90102 1.56101  0.1155
34 H -2.37095 1.87552 0.03130  0.1101
35 H -2.38892 0.67934 1.31969  0.0657
36 H -0.26921 0.76973 -0.88095  0.0355
37 H -1.81146 0.04059 -1.25025  0.0422
38 H 0.52498 -0.82901 1.69741  -0.0771
39 H 1.92588 -2.42568 -1.24810  0.0381
40 H 1.23860 -0.97702 -1.95077  0.0408
41 H 3.03227 -1.07983 0.53921  0.1001
42 H 2.42057 0.43927 -0.18780  0.0969
43 H 5.58184 0.36215 -1.83651  0.1254
44 H 3.39213 -0.46798 -3.79467  0.1191
45 H 2.26910 0.79573 -5.57946  0.1070
46 H 2.22945 3.25297 -5.51716  0.1007
47 H 3.32549 4.40760 -3.69379  0.1020
48 H 4.44694 3.20147 -1.89104  0.1134
49 H 0.95238 -3.43977 2.24442  0.0250
50 H 1.70513 -3.83861 0.71654  0.0489
51 H 0.85631 -5.45923 2.70579  0.0769
52 H -3.00493 -0.41239 3.29012  0.0103
53 H -1.34589 -1.04926 3.65524  0.0014
54 H -2.81422 -1.92999 4.14195  0.0029
55 H -4.71426 -1.66430 1.60030  0.0548
56 H -3.81774 -0.70240 0.43434  0.0410
57 H -3.81826 -3.64696 -0.08898  0.0465
58 H -3.84906 -2.24114 -1.20919  0.0501
59 H -5.34868 -2.72561 -0.44301  0.0534

Gap between HOMO and LUMO (eV): 6.458
Maximum force (Eh/bohr): 0.081
Calculated total energy (Ha): -1671.67159
Total charge: -1
Highest occupied orbital energy (hartree): -0.1498



(3)
C19H31IrNO6PS2 as an isolated structure, computed with ωB97M-V with the def2-TZVPD basis set.

Last column: Löwdin spin population.
CARTESIAN COORDINATES (ANGSTROEM)
1 Ir -0.90821 -0.47678 -0.35994  0.3391
2 C -6.00245 -0.74484 -1.39440  -0.0001
3 C -4.81979 0.08382 -0.97574  -0.0004
4 C -3.93043 0.58386 -1.92582  0.0007
5 C -2.81373 1.30249 -1.54594  0.0021
6 C -2.59174 1.59730 -0.19571  0.0042
7 C -3.47421 1.09842 0.75474  0.0011
8 C -4.57040 0.33797 0.36658  0.0007
9 H -5.72052 -1.79874 -1.46227  0.0000
10 H -6.37488 -0.43288 -2.37089  0.0000
11 H -6.81294 -0.66553 -0.67006  0.0000
12 H -4.09219 0.36157 -2.97434  0.0000
13 H -2.15861 1.71602 -2.30199  -0.0003
14 H -1.82166 2.29873 0.09400  -0.0001
15 H -3.28551 1.28440 1.80425  -0.0001
16 H -5.22008 -0.08781 1.12082  0.0001
17 O -3.73439 -2.52555 1.46983  -0.0016
18 C -2.81006 -2.23517 0.74835  0.0003
19 O -1.81608 -1.46271 1.11353  0.0123
20 C -2.66393 -2.67044 -0.71561  0.0005
21 O -3.00503 -3.74158 -1.16466  -0.0003
22 O -2.13694 -1.71721 -1.43351  0.0081
23 C 5.07650 0.18480 1.14751  0.0001
24 C 3.76142 -0.03397 0.41609  0.0004
25 C 3.26982 1.23281 -0.25765  0.0025
26 O 2.83046 -0.66362 1.32218  0.0004
27 P 1.77816 -0.00101 2.31966  0.0061
28 S 1.37062 -1.20918 3.76186  0.0013
29 S 0.12471 0.76543 1.35119  0.0307
30 O 2.64217 1.28277 2.78073  0.0057
31 C 2.22544 2.47159 3.48342  0.0002
32 C 1.93163 3.58928 2.49558  0.0008
33 C 1.09073 2.23214 4.46304  -0.0001
34 H 5.84707 0.49072 0.43625  0.0000
35 H 5.39636 -0.73551 1.63678  0.0000
36 H 4.96334 0.95870 1.90573  0.0000
37 H 3.91492 -0.80443 -0.33823  0.0002
38 H 3.18027 2.04492 0.46093  0.0000
39 H 2.30369 1.08646 -0.73586  0.0017
40 H 3.99886 1.52097 -1.01951  0.0001
41 H 3.11897 2.74308 4.05284  0.0001
42 H 1.15650 3.28209 1.79474  0.0007
43 H 2.82836 3.85278 1.93253  0.0000
44 H 1.58940 4.47423 3.03596  0.0000
45 H 0.16832 1.96688 3.94409  -0.0001
46 H 0.92151 3.14853 5.03215  0.0000
47 H 1.33288 1.42164 5.14758  0.0000
48 C -0.12153 -1.83843 -3.66785  0.0277
49 C 0.85127 -1.68574 -2.49069  0.0480
50 C 2.20337 -1.21812 -3.03010  0.0117
51 C 0.99964 -3.01248 -1.74203  0.0018
52 N 0.34875 -0.69140 -1.55412  0.4859
53 H 0.26244 -2.59204 -4.35960  0.0052
54 H -0.21616 -0.89057 -4.20259  0.0003
55 H -1.10383 -2.13900 -3.31148  0.0005
56 H 2.62876 -1.99662 -3.66714  0.0010
57 H 2.89538 -1.01606 -2.22102  0.0008
58 H 2.09037 -0.30671 -3.62051  0.0001
59 H 1.24272 -3.80279 -2.45487  0.0000
60 H 0.07039 -3.27062 -1.23693  0.0000
61 H 1.79010 -2.94690 -0.99188  0.0000

Gap between HOMO and LUMO (spin up / spin down) (eV): 7.143 / 7.478
Maximum force (Eh/bohr): 0.031
Calculated total energy (Ha): -2491.00173
ΔE to the lowest compared entry with this formula, charge and spin (kcal per mole): 16.2
Total charge: -1
Highest occupied orbital energy (spin up / spin down) (hartree): -0.1705 / -0.1834
Spin multiplicity: 2



- The highest total charge belongs to which entry?
  C19H31F9OP2Sn